No. 1
Below is C38H54O8S2Se3Sn as an isolated structure, with properties calculated with the ωB97M-V functional and the def2-TZVPD basis.

For the HOMO energy, the calculation gives -2.635 eV. The value obtained for the total energy is -280208.2841 eV. As for the HOMO-LUMO gap: 6.40 eV. As for the charge: -2.

Atoms and positions in Å:
C 6.19 -2.29 2.85
H -1.03 -4.49 -2.68
H 5.66 -4.24 2.03
C -1.12 1.41 4.42
H 3.64 2.75 2.19
H -0.75 3.49 3.94
O -2.19 2.14 0.42
H -1.91 1.10 6.44
C 4.23 0.41 0.90
H 6.88 -3.38 1.10
Se 1.09 -2.37 1.19
C -1.05 4.42 -1.78
C -1.29 1.81 5.89
H -0.80 -3.92 6.61
H -3.85 7.11 -1.73
C 0.28 -4.07 6.56
C 6.53 -3.60 2.11
C 0.89 -2.41 4.05
Sn -0.14 0.62 -0.13
H 0.00 -3.90 -1.38
H 7.87 -1.21 1.97
H 4.54 2.91 -1.49
O -0.54 0.15 1.91
H -3.10 0.52 4.24
H 1.22 -4.68 -3.50
H -0.33 1.89 6.40
H 2.52 -0.72 -4.27
H -3.06 2.27 3.98
H 6.50 -3.18 4.82
C -2.52 1.34 3.79
H 2.82 -3.55 5.64
H -3.50 -1.79 -3.59
H 0.58 -3.25 -4.32
H 6.11 2.35 1.74
C 3.84 -2.16 1.93
C 2.53 -2.98 6.53
C 3.49 2.79 1.11
H 0.59 -4.68 7.42
H 0.50 -4.64 5.65
O -4.35 2.64 -0.58
C -3.32 5.07 -1.34
C 5.88 2.33 0.67
S 0.43 3.37 -1.74
H -4.31 4.78 -1.00
O 0.50 2.92 -0.33
C 0.68 -2.00 7.86
O 1.52 4.27 -2.08
C -0.03 -0.69 5.39
H 2.45 2.55 0.88
O 0.24 2.27 -2.66
C 1.02 -2.73 6.55
C -0.31 2.51 3.73
H 3.66 3.82 0.77
C 7.47 -1.46 2.95
C 5.23 -0.27 1.59
H 7.32 -4.15 2.64
C 4.45 1.84 0.39
C 2.97 -0.23 0.71
H 0.72 2.52 4.09
H 6.18 0.23 1.72
O -2.63 1.54 -1.90
H 3.65 -3.15 2.32
C -0.41 0.05 4.28
C -3.06 6.37 -1.76
H 4.83 1.16 -1.64
C 0.61 -1.92 5.32
H 1.19 -1.04 7.92
C 0.85 -3.66 -3.34
H 2.45 -0.20 -2.55
S -2.94 2.44 -0.81
C 2.82 -1.52 1.26
H 0.20 5.97 -2.53
C -0.34 -3.70 -2.39
H 5.97 3.35 0.30
H 6.63 1.72 0.16
C -0.14 -0.47 2.98
C 5.08 -1.55 2.11
H 5.49 -1.71 4.82
H -0.25 -0.28 6.37
C -2.34 4.08 -1.35
H 1.01 -2.61 8.71
H 4.83 -3.24 4.26
H 0.98 -0.71 -3.37
C -0.81 5.73 -2.21
H 8.24 -2.03 3.49
Se 2.41 -2.69 -2.67
C -1.80 6.69 -2.21
H -2.43 -2.90 -4.47
H -1.77 2.79 5.93
H 7.30 -0.53 3.50
H 1.41 -3.35 3.92
C 4.24 1.93 -1.13
C 0.54 -1.71 2.91
Se -1.39 -2.06 -2.30
H -3.35 -3.47 -3.05
O 2.01 0.32 0.01
H 2.84 -3.55 7.41
H -1.57 7.70 -2.55
H 3.20 1.79 -1.39
H 3.08 -2.04 6.51
C -2.82 -2.63 -3.49
C 5.73 -2.63 4.27
H -0.39 -1.82 7.96
C 2.05 -0.88 -3.30
H -0.30 2.39 2.65
H -2.47 1.19 2.72


No. 2
Below is an isolated ion of composition C4H11N2 and charge +1 in a non-equilibrium geometry, with properties calculated with the ωB97M-V functional and the def2-TZVPD basis.

For the HOMO energy, the calculation gives -12.695 eV. The value obtained for the total energy is -7297.4164 eV. As for the HOMO-LUMO gap: 8.37 eV. As for the structure (SMILES): NCC/C=C/[NH3+]. As for the charge: +1.

Atoms and positions in Å:
C 1.78 -0.46 0.50
H 2.84 -0.68 0.19
C 0.92 -0.13 -0.73
H -1.56 -0.19 -2.06
H -0.25 1.25 0.47
H 0.58 -1.16 -1.15
H -3.24 -0.79 -0.86
C -0.37 0.44 -0.31
H -2.37 -0.62 0.61
C -1.45 0.27 -1.04
H 1.51 0.24 -1.55
H -3.30 0.64 0.04
N 1.75 0.65 1.50
H 2.23 1.54 1.22
H 1.46 -1.35 1.05
H 2.16 0.48 2.37
N -2.70 -0.13 -0.25


No. 3
Below is C28H43ClFGeN3O7Zn as an isolated structure in a non-equilibrium geometry, with properties calculated with the ωB97M-V functional and the def2-TZVPD basis.

For the HOMO energy, the calculation gives -13.467 eV. The value obtained for the total energy is -168691.4280 eV. As for the HOMO-LUMO gap: 8.40 eV. As for the charge: +2.

Atoms and positions in Å:
C -1.97 -2.75 -0.15
H 3.30 -1.30 0.74
C 5.08 -0.05 0.94
C -2.41 1.64 3.32
H 6.31 0.98 -2.01
H 6.95 -0.02 0.10
C -0.97 -1.90 -0.59
H 2.40 4.56 4.84
H 4.38 -1.20 -2.67
C -3.33 -2.28 -1.99
Cl 1.30 2.00 -3.06
C -3.30 2.17 2.21
C -5.45 -3.52 -0.61
C -4.83 -1.52 -3.71
H 0.81 3.87 5.19
H -1.46 1.51 -0.66
C 0.10 -1.56 0.37
H -2.86 -4.94 1.20
H 3.67 1.88 -0.97
C 4.36 -1.32 -1.59
H 6.54 -1.39 -1.77
H -2.93 1.69 4.28
O 0.82 -0.45 0.08
H -1.79 -0.05 -4.07
H -3.80 3.08 2.54
H -1.50 2.23 3.40
H 5.38 -0.82 1.66
H -5.63 -4.16 -2.66
C 1.91 2.80 3.67
C 4.20 1.06 -1.45
C -2.53 2.50 0.93
H -4.08 1.43 1.98
H 4.06 1.17 -2.53
H -6.16 -4.27 -0.28
O 0.29 -2.14 1.40
H 0.23 0.13 2.48
N 5.98 -0.07 -0.23
H -5.63 -2.61 -0.03
C 1.84 3.63 4.95
C 1.26 2.71 1.21
O 0.05 1.97 -3.65
H 2.27 3.08 5.79
F -4.10 0.04 -5.30
H -2.14 0.59 3.16
C 1.27 3.53 2.49
H -1.86 3.34 1.12
H 3.85 -2.26 -1.36
H 5.16 0.93 1.43
N 3.59 -0.21 -1.02
C 5.78 -1.33 -0.99
C -4.59 -2.32 -2.61
O 2.04 3.14 -3.30
C -1.72 1.33 0.39
H 0.25 3.81 2.76
H -2.31 0.41 0.44
O 2.08 0.82 -3.41
H 5.98 2.00 -0.62
C 3.65 -0.31 0.44
H 1.39 1.85 3.83
C -5.66 -3.23 -2.09
C -1.03 -1.34 -1.89
H -6.64 -2.79 -2.27
H 5.93 -2.17 -0.31
H -3.25 2.82 0.17
C 5.70 1.08 -1.11
C -3.83 -4.47 1.05
H -3.86 -4.88 -1.06
H -3.95 -3.65 1.75
H 0.85 3.30 0.39
O 1.15 1.84 -1.59
H -5.81 -1.51 -4.16
H -4.58 -5.22 1.28
H 2.27 2.44 0.91
C -4.03 -4.02 -0.39
C -2.57 -0.68 -3.68
Ge 0.05 1.10 1.30
C -2.32 -1.44 -2.54
N -3.07 -2.99 -0.83
H 2.96 0.42 0.88
H 1.82 4.46 2.31
Zn 1.46 -0.08 -1.70
O -0.06 -0.76 -2.48
H 2.96 2.57 3.45
C -3.82 -0.71 -4.24
H -1.83 -3.23 0.81


No. 4
Below is a 2-piece molecular cluster, C3H4O2 overall in a non-equilibrium geometry, with properties calculated with the ωB97M-V functional and the def2-TZVPD basis.

For the HOMO energy, the calculation gives -8.522 eV. The value obtained for the total energy is -7267.0507 eV. As for the HOMO-LUMO gap: 8.50 eV.

Atoms and positions in Å:
O 1.00 -0.16 1.65
C 1.88 0.11 0.94
H -2.13 -0.27 -0.63
O 2.78 0.31 0.24
H -1.31 1.25 -0.70
C -0.04 -0.33 -0.86
C -1.27 0.25 -0.47
H -0.93 0.23 0.54
H 0.03 -1.39 -0.70